a | Formula: CH3O2S2
Source: the OMol25 dataset
Level of theory: ωB97M-V/def2-TZVPD

Geometry (Å):
1 C -1.003 0.138 0.001
2 O 0.988 -1.009 -1.182
3 O 1.106 -1.096 1.284
4 S 2.015 1.464 0.043
5 S 0.816 -0.351 0.102
6 H -1.209 0.479 0.936
7 H -1.013 0.932 -0.737
8 H -1.699 -0.558 -0.448

Computed properties:
Molecular weight   111.17 g mol⁻¹
Frontier orbital gap   7.54 eV
SMILES   CS(=O)(=O)[S-]
LUMO energy   3.9 eV
HOMO energy   -3.60 eV
Net charge   -1

natural (NBO) charges in e: number 1, C, carries -0.833; number 2, O, carries -1.014; number 3, O, carries -0.983; number 4, S, carries -0.784; number 5, S, carries 1.964; number 6, H, carries 0.205; number 7, H, carries 0.230; number 8, H, carries 0.215

---

b | Formula: CH3O2S2
Source: the OMol25 dataset
Level of theory: ωB97M-V/def2-TZVPD

Geometry (Å):
1 C 0.621 0.298 0.497
2 O -1.921 0.475 0.571
3 O -0.925 -1.319 -0.943
4 S 1.937 -0.674 -0.101
5 S -0.899 0.333 -0.471
6 H 0.611 0.617 1.596
7 H 0.453 1.894 -0.192
8 H 0.123 -1.625 -0.956

Computed properties:
Molecular weight   111.17 g mol⁻¹
Frontier orbital gap   7.29 eV
LUMO energy   3.7 eV
HOMO energy   -3.58 eV
Net charge   -1

natural (NBO) charges in e: number 1, C, carries -0.679; number 2, O, carries -0.996; number 3, O, carries -0.993; number 4, S, carries -0.434; number 5, S, carries 1.465; number 6, H, carries 0.228; number 7, H, carries -0.079; number 8, H, carries 0.488

---

Stability, lowest: b

---

a | Formula: C5H6OS
Source: the OMol25 dataset
Level of theory: ωB97M-V/def2-TZVPD

Geometry (Å):
1 C 0.383 1.136 -0.985
2 C -1.694 -0.567 -0.175
3 C -0.765 -1.197 0.528
4 C 0.562 -0.595 0.883
5 C 1.120 0.482 0.134
6 H 0.732 0.763 -1.971
7 H 0.640 2.196 -0.892
8 H -2.696 -0.946 -0.336
9 H -1.004 -2.212 0.842
10 H 1.280 -1.299 1.403
11 H 2.206 0.501 0.010
12 O 0.657 0.689 1.453
13 S -1.422 1.048 -0.893

Computed properties:
Molecular weight   114.17 g mol⁻¹
Frontier orbital gap   9.23 eV
SMILES   C1=C[C@@H]2O[C@@H]2CS1
LUMO energy   0.9 eV
HOMO energy   -8.36 eV
Net charge   0

natural (NBO) charges in e: number 1, C, carries -0.564; number 2, C, carries -0.308; number 3, C, carries -0.274; number 4, C, carries 0.025; number 5, C, carries 0.051; number 6, H, carries 0.230; number 7, H, carries 0.240; number 8, H, carries 0.229; number 9, H, carries 0.219; number 10, H, carries 0.190; number 11, H, carries 0.189; number 12, O, carries -0.471; number 13, S, carries 0.244

---

b | Formula: C5H6OS
Source: the OMol25 dataset
Level of theory: ωB97M-V/def2-TZVPD

Geometry (Å):
1 C 0.759 1.347 0.428
2 C 0.559 -1.424 0.079
3 C -0.745 -1.477 0.244
4 C -1.636 0.697 -0.300
5 C -0.651 1.562 0.016
6 H 1.356 2.240 0.252
7 H 0.804 1.259 1.526
8 H 1.098 -2.389 0.122
9 H -1.130 -2.373 0.703
10 H -2.645 1.070 -0.509
11 H -1.018 2.575 -0.077
12 O -1.750 -0.632 -0.053
13 S 1.614 -0.098 -0.274

Computed properties:
Molecular weight   114.17 g mol⁻¹
Frontier orbital gap   8.79 eV
SMILES   C1=COC=CSC1
LUMO energy   0.8 eV
HOMO energy   -7.96 eV
Net charge   0

natural (NBO) charges in e: number 1, C, carries -0.577; number 2, C, carries -0.484; number 3, C, carries 0.113; number 4, C, carries 0.143; number 5, C, carries -0.309; number 6, H, carries 0.244; number 7, H, carries 0.234; number 8, H, carries 0.240; number 9, H, carries 0.192; number 10, H, carries 0.195; number 11, H, carries 0.220; number 12, O, carries -0.476; number 13, S, carries 0.265

---

Stability, lowest: b

---

a | Formula: C5H6OS
Source: the OMol25 dataset
Level of theory: ωB97M-V/def2-TZVPD

Geometry (Å):
1 C 1.343 -0.348 -1.233
2 C 0.275 -0.463 -0.151
3 C 0.622 0.429 1.086
4 C -1.797 0.435 0.535
5 C -1.084 -0.166 -0.477
6 H 1.234 -1.160 -2.084
7 H 0.176 -1.536 0.250
8 H 1.023 1.363 0.597
9 H 1.244 0.117 1.865
10 H -2.917 0.601 0.264
11 H -1.417 -0.487 -1.457
12 O 2.313 0.398 -1.159
13 S -1.016 0.817 1.963

Computed properties:
Molecular weight   114.17 g mol⁻¹
Frontier orbital gap   8.81 eV
SMILES   O=C[C@@H]1C=CSC1
LUMO energy   0.7 eV
HOMO energy   -8.10 eV
Net charge   0

natural (NBO) charges in e: number 1, C, carries 0.461; number 2, C, carries -0.393; number 3, C, carries -0.463; number 4, C, carries -0.404; number 5, C, carries -0.245; number 6, H, carries 0.116; number 7, H, carries 0.232; number 8, H, carries 0.232; number 9, H, carries 0.224; number 10, H, carries 0.250; number 11, H, carries 0.220; number 12, O, carries -0.510; number 13, S, carries 0.280

---

b | Formula: C5H6OS
Source: the OMol25 dataset
Level of theory: ωB97M-V/def2-TZVPD

Geometry (Å):
1 C 2.598 -2.081 -0.138
2 C 2.567 -0.920 0.152
3 C 0.638 0.784 -0.037
4 C -0.776 -0.101 -0.263
5 C 2.308 0.479 0.384
6 O 2.832 1.360 0.973
7 S -1.250 -1.026 1.247
8 H 2.483 -3.108 -0.085
9 H 0.395 1.618 0.634
10 H 0.869 1.268 -0.925
11 H -0.423 -0.781 -0.963
12 H -1.655 0.627 -0.421
13 H -0.193 -0.667 1.886

Computed properties:
Molecular weight   114.17 g mol⁻¹
Frontier orbital gap   8.95 eV
SMILES   C#CC(=O)CCS
LUMO energy   -0.2 eV
HOMO energy   -9.20 eV
Net charge   0

natural (NBO) charges in e: number 1, C, carries -0.119; number 2, C, carries -0.146; number 3, C, carries -0.504; number 4, C, carries -0.514; number 5, C, carries 0.563; number 6, O, carries -0.465; number 7, S, carries -0.044; number 8, H, carries 0.236; number 9, H, carries 0.215; number 10, H, carries 0.208; number 11, H, carries 0.215; number 12, H, carries 0.244; number 13, H, carries 0.111

---

Stability, lowest: b

---

a | Formula: C5H6OS
Source: the OMol25 dataset
Level of theory: ωB97M-V/def2-TZVPD

Geometry (Å):
1 C 1.963 0.615 0.073
2 C 0.611 0.123 -0.098
3 C 0.079 -1.091 -0.014
4 C -1.413 -1.003 -0.091
5 C -0.545 1.106 -0.071
6 H 2.060 1.703 0.249
7 H 0.528 -2.019 0.184
8 H -1.804 -1.246 0.912
9 H -1.912 -1.585 -0.801
10 H -0.538 1.983 -0.704
11 H -0.614 1.335 0.981
12 O -1.690 0.366 -0.392
13 S 3.274 -0.286 -0.228

Computed properties:
Molecular weight   114.17 g mol⁻¹
Frontier orbital gap   7.96 eV
SMILES   S=CC1=CCOC1
LUMO energy   -0.9 eV
HOMO energy   -8.83 eV
Net charge   0

natural (NBO) charges in e: number 1, C, carries -0.288; number 2, C, carries -0.134; number 3, C, carries -0.117; number 4, C, carries -0.101; number 5, C, carries -0.082; number 6, H, carries 0.207; number 7, H, carries 0.224; number 8, H, carries 0.171; number 9, H, carries 0.200; number 10, H, carries 0.198; number 11, H, carries 0.163; number 12, O, carries -0.511; number 13, S, carries 0.070

---

b | Formula: C5H6OS
Source: the OMol25 dataset
Level of theory: ωB97M-V/def2-TZVPD

Geometry (Å):
1 C 1.021 0.657 0.543
2 C 0.593 -1.546 -0.220
3 C -0.732 -1.592 -0.056
4 C -1.259 1.134 -0.333
5 C 0.021 1.494 -0.203
6 H 0.592 0.353 1.516
7 H 1.946 1.242 0.758
8 H 1.130 -2.471 -0.450
9 H -1.198 -2.565 -0.170
10 H -1.970 1.780 -0.830
11 H 0.354 2.392 -0.645
12 O 1.466 -0.511 -0.147
13 S -1.964 -0.366 0.237

Computed properties:
Molecular weight   114.17 g mol⁻¹
Frontier orbital gap   8.80 eV
SMILES   C1=CSC=COC1
LUMO energy   0.8 eV
HOMO energy   -7.97 eV
Net charge   0

natural (NBO) charges in e: number 1, C, carries -0.120; number 2, C, carries 0.140; number 3, C, carries -0.503; number 4, C, carries -0.334; number 5, C, carries -0.242; number 6, H, carries 0.193; number 7, H, carries 0.204; number 8, H, carries 0.197; number 9, H, carries 0.237; number 10, H, carries 0.224; number 11, H, carries 0.212; number 12, O, carries -0.496; number 13, S, carries 0.288

---

c | Formula: C5H6OS
Source: the OMol25 dataset
Level of theory: ωB97M-V/def2-TZVPD

Geometry (Å):
1 C -1.367 -0.059 -0.223
2 C -0.406 1.240 0.003
3 C 0.828 0.574 -0.276
4 C 0.947 -0.837 0.642
5 C -0.217 -1.064 -0.347
6 H -0.568 1.590 1.080
7 H -0.640 1.940 -0.674
8 H 1.627 1.186 -0.206
9 H 0.802 -0.811 1.753
10 H 1.992 -1.174 0.559
11 H -0.580 -2.117 -0.823
12 O 0.505 -0.254 -1.335
13 S -2.924 -0.214 -0.151

Computed properties:
Molecular weight   114.17 g mol⁻¹
Frontier orbital gap   8.61 eV
LUMO energy   0.0 eV
HOMO energy   -8.61 eV
Net charge   0

natural (NBO) charges in e: number 1, C, carries -0.099; number 2, C, carries -0.474; number 3, C, carries 0.092; number 4, C, carries -0.441; number 5, C, carries -0.010; number 6, H, carries 0.224; number 7, H, carries 0.225; number 8, H, carries 0.195; number 9, H, carries 0.203; number 10, H, carries 0.238; number 11, H, carries 0.219; number 12, O, carries -0.501; number 13, S, carries 0.128

---

d | Formula: C5H6OS
Source: the OMol25 dataset
Level of theory: ωB97M-V/def2-TZVPD

Geometry (Å):
1 C 0.271 0.920 0.280
2 C -1.061 0.603 -0.264
3 C -1.338 -0.751 -0.222
4 C -0.016 -1.443 -0.074
5 C 1.025 -0.340 -0.022
6 H 1.684 2.484 -0.024
7 H 0.058 0.931 1.434
8 H -1.964 1.303 -0.248
9 H -2.295 -1.298 -0.259
10 H 0.274 -2.173 -0.848
11 H 0.014 -2.061 0.716
12 O 0.725 2.193 -0.306
13 S 2.623 -0.367 -0.164

Computed properties:
Molecular weight   114.17 g mol⁻¹
Frontier orbital gap   8.58 eV
SMILES   O[C@H]1C=CCC1=S
LUMO energy   -0.3 eV
HOMO energy   -8.84 eV
Net charge   0

natural (NBO) charges in e: number 1, C, carries -0.034; number 2, C, carries -0.195; number 3, C, carries -0.169; number 4, C, carries -0.534; number 5, C, carries -0.053; number 6, H, carries 0.492; number 7, H, carries 0.206; number 8, H, carries 0.226; number 9, H, carries 0.227; number 10, H, carries 0.243; number 11, H, carries 0.238; number 12, O, carries -0.721; number 13, S, carries 0.073

---

Stability, lowest: c

---

a | Formula: C3H9N3OS
Source: the OMol25 dataset
Level of theory: ωB97M-V/def2-TZVPD

Geometry (Å):
1 C -0.676 -0.227 1.027
2 C 0.961 0.025 -0.447
3 C -0.418 2.071 0.036
4 N 0.051 -1.214 -0.987
5 N 0.145 0.716 0.471
6 N -1.164 -1.189 -0.232
7 O -1.521 -2.353 0.207
8 S 2.524 -0.624 0.312
9 H 0.112 -0.936 1.589
10 H -1.561 0.007 1.554
11 H 1.357 0.599 -1.253
12 H 0.449 2.718 -0.285
13 H -1.231 2.065 -0.740
14 H -0.886 2.465 1.010
15 H 0.436 -2.146 -0.819
16 H -1.798 -0.645 -0.844
17 H 3.220 -1.330 -0.598

Computed properties:
Molecular weight   135.19 g mol⁻¹
Frontier orbital gap (spin up / spin down)   4.88 / 5.15 eV
Multiplicity   3
⟨S²⟩   2.0055
LUMO energy (spin up / spin down)   0.5 / -3.2 eV
HOMO energy (spin up / spin down)   -4.38 / -8.38 eV
Net charge   0

natural (NBO) charges in e: number 1, C, carries -0.072; number 2, C, carries -0.215; number 3, C, carries -0.426; number 4, N, carries -0.508; number 5, N, carries -0.479; number 6, N, carries 0.069; number 7, O, carries -0.668; number 8, S, carries 0.217; number 9, H, carries 0.212; number 10, H, carries 0.222; number 11, H, carries 0.210; number 12, H, carries 0.219; number 13, H, carries 0.189; number 14, H, carries 0.210; number 15, H, carries 0.376; number 16, H, carries 0.348; number 17, H, carries 0.095

---

b | Formula: C3H9N3OS
Source: the OMol25 dataset
Level of theory: ωB97M-V/def2-TZVPD

Geometry (Å):
1 C 3.000 0.430 -0.376
2 C -0.480 1.335 1.009
3 C 0.608 -1.118 0.641
4 N 3.591 -0.464 0.156
5 N -3.325 -0.030 -1.476
6 N 1.386 -2.140 0.520
7 O 2.449 1.319 -0.855
8 S 0.476 0.090 1.917
9 H -0.128 2.282 1.433
10 H -1.644 1.265 0.873
11 H -0.085 1.295 -0.040
12 H 0.040 -0.793 -0.199
13 H -3.139 0.002 -2.550
14 H 3.161 -1.389 0.200
15 H -3.469 0.896 -1.096
16 H -4.234 -0.459 -1.528
17 H 1.794 -2.522 1.372

Computed properties:
Molecular weight   135.19 g mol⁻¹
Frontier orbital gap (spin up / spin down)   6.41 / 6.77 eV
Multiplicity   3
⟨S²⟩   2.0088
LUMO energy (spin up / spin down)   0.7 / -2.9 eV
HOMO energy (spin up / spin down)   -5.74 / -9.64 eV
Net charge   0

natural (NBO) charges in e: number 1, C, carries 0.860; number 2, C, carries -0.790; number 3, C, carries -0.402; number 4, N, carries -0.792; number 5, N, carries -1.070; number 6, N, carries -0.499; number 7, O, carries -0.532; number 8, S, carries 0.457; number 9, H, carries 0.239; number 10, H, carries 0.248; number 11, H, carries 0.254; number 12, H, carries 0.199; number 13, H, carries 0.361; number 14, H, carries 0.421; number 15, H, carries 0.356; number 16, H, carries 0.354; number 17, H, carries 0.335

---

Stability, lowest: a

---

a | Formula: C4H16NO2
Source: the OMol25 dataset
Level of theory: ωB97M-V/def2-TZVPD

Geometry (Å):
1 C -0.168 -2.345 -1.266
2 C 0.082 -1.822 0.176
3 N -0.350 -0.362 0.315
4 C -0.457 0.577 -0.868
5 C 0.912 0.625 -1.665
6 H 0.196 -3.373 -1.360
7 H 0.253 -1.688 -2.024
8 H -1.270 -2.373 -1.396
9 H -0.806 -2.268 0.652
10 H 1.122 -2.017 0.469
11 H 0.374 0.162 0.795
12 H -1.239 -0.324 0.788
13 H -0.860 1.503 -0.468
14 H -1.219 0.268 -1.567
15 H 1.462 1.470 -1.258
16 H 1.526 -0.252 -1.575
17 H 0.584 0.768 -2.717
18 H 2.408 1.773 2.804
19 H 1.041 2.145 2.309
20 O 1.851 1.712 2.018
21 H -2.481 1.702 2.290
22 H -1.335 2.522 1.695
23 O -1.623 1.598 1.855

Computed properties:
Molecular weight   110.18 g mol⁻¹
Frontier orbital gap   12.28 eV
LUMO energy   -3.1 eV
HOMO energy   -15.34 eV
Net charge   +1

natural (NBO) charges in e: number 1, C, carries -0.627; number 2, C, carries -0.238; number 3, N, carries -0.514; number 4, C, carries -0.225; number 5, C, carries -0.643; number 6, H, carries 0.254; number 7, H, carries 0.220; number 8, H, carries 0.214; number 9, H, carries 0.232; number 10, H, carries 0.249; number 11, H, carries 0.456; number 12, H, carries 0.448; number 13, H, carries 0.234; number 14, H, carries 0.219; number 15, H, carries 0.239; number 16, H, carries 0.224; number 17, H, carries 0.247; number 18, H, carries 0.492; number 19, H, carries 0.468; number 20, O, carries -0.956; number 21, H, carries 0.501; number 22, H, carries 0.487; number 23, O, carries -0.980

---

b | Formula: C4H16NO2
Source: the OMol25 dataset
Level of theory: ωB97M-V/def2-TZVPD

Geometry (Å):
1 C 0.119 1.635 -0.338
2 C 0.734 0.310 -0.768
3 C -0.103 -0.667 -1.573
4 C 0.700 -1.942 -1.902
5 N 1.246 -0.412 0.510
6 H 0.509 1.916 0.637
7 H 0.243 2.505 -0.970
8 H -0.952 1.514 -0.222
9 H 1.704 0.497 -1.233
10 H -0.328 -0.168 -2.508
11 H -1.018 -0.837 -1.001
12 H 0.379 -2.451 -2.800
13 H 0.757 -2.573 -1.011
14 H 1.756 -1.655 -1.974
15 H 2.169 -0.842 0.501
16 H 0.561 -1.117 0.806
17 H 1.303 0.302 1.241
18 H -1.006 -1.924 1.546
19 H -1.511 -1.305 2.798
20 O -0.930 -1.099 2.053
21 H -2.655 2.498 1.572
22 H -1.905 3.210 2.687
23 O -1.771 2.606 1.949

Computed properties:
Molecular weight   110.18 g mol⁻¹
Frontier orbital gap   11.49 eV
LUMO energy   -3.1 eV
HOMO energy   -14.58 eV
Net charge   +1

natural (NBO) charges in e: number 1, C, carries -0.632; number 2, C, carries -0.010; number 3, C, carries -0.429; number 4, C, carries -0.608; number 5, N, carries -0.693; number 6, H, carries 0.218; number 7, H, carries 0.258; number 8, H, carries 0.236; number 9, H, carries 0.210; number 10, H, carries 0.248; number 11, H, carries 0.214; number 12, H, carries 0.254; number 13, H, carries 0.189; number 14, H, carries 0.203; number 15, H, carries 0.435; number 16, H, carries 0.447; number 17, H, carries 0.445; number 18, H, carries 0.466; number 19, H, carries 0.507; number 20, O, carries -0.960; number 21, H, carries 0.476; number 22, H, carries 0.483; number 23, O, carries -0.956

---

Stability, lowest: a